1.
The following is a quantum chemistry calculation of a structure of composition C26H43ClN4O4PS3Se2Ti, from the OMol25 dataset.

The orbital gap comes out at 7.05 eV. Its HOMO energy is -5.30 eV. Its energy above the lowest of the compared OMol25 structures with the same formula, charge and spin is 0.086 eV. The charge is -1.

```
85
Properties=species:S:1:pos:R:3:forces:R:3:mulliken_charge:R:1
Ti -0.374 -0.601 0.490 0.0191 -0.1492 0.1106 -0.710
C 2.564 0.342 1.336 -0.0037 -0.0016 0.0183 -1.658
N 1.731 -0.698 0.755 -0.0606 0.0136 -0.0810 1.579
C 2.296 -1.783 0.319 -0.0127 -0.0147 -0.0017 -0.263
C 1.497 -2.769 -0.279 -0.0081 0.0570 -0.0526 -0.079
C 1.752 -4.017 -0.860 -0.0439 -0.0190 0.0186 -1.235
C 0.519 -4.491 -1.298 0.0030 0.0065 0.0208 -0.851
C -0.431 -3.507 -0.969 0.0340 -0.0065 0.0181 -1.099
N 0.156 -2.473 -0.372 0.0289 -0.0553 0.0084 1.325
C 2.944 0.094 2.778 0.0190 0.0010 0.0013 1.117
C 2.334 -0.884 3.550 0.0029 -0.0098 0.0058 0.133
C 2.672 -1.032 4.891 -0.0099 -0.0027 -0.0160 -0.746
C 3.630 -0.215 5.468 0.0160 0.0080 0.0009 -0.537
C 4.254 0.759 4.696 -0.0033 -0.0030 0.0113 -0.558
C 3.911 0.912 3.364 0.0036 -0.0087 -0.0150 -0.404
H 2.015 1.285 1.289 0.0041 0.0035 -0.0093 -0.532
H 3.469 0.469 0.732 0.0034 0.0041 0.0080 0.567
H 3.374 -1.914 0.412 -0.0011 -0.0002 -0.0046 0.434
H 2.714 -4.501 -0.939 -0.0026 -0.0033 -0.0006 0.518
H 0.316 -5.426 -1.796 0.0025 -0.0022 0.0018 0.426
H -1.495 -3.511 -1.147 -0.0028 0.0026 -0.0129 0.618
H 1.577 -1.524 3.116 -0.0003 -0.0033 0.0016 0.087
H 2.169 -1.787 5.483 -0.0012 0.0004 -0.0013 0.398
H 3.890 -0.332 6.513 0.0002 0.0008 -0.0005 0.365
H 5.004 1.404 5.136 -0.0010 0.0002 0.0016 0.358
H 4.387 1.682 2.767 -0.0017 0.0000 -0.0009 0.406
C 0.754 2.241 4.399 0.0224 -0.0145 -0.0070 -0.353
Se 1.517 3.464 3.098 -0.0017 0.0232 0.0021 -0.045
C -0.160 4.162 2.389 -0.0089 0.0021 -0.0077 -1.366
C -1.137 3.146 1.840 -0.0245 0.0080 0.0292 0.253
Se -0.711 2.236 0.152 0.0514 0.0264 0.0446 -0.120
C 0.770 3.285 -0.527 -0.0231 0.0028 -0.0241 -0.958
H 0.271 1.414 3.887 -0.0336 -0.0061 0.0152 -0.442
H 0.046 2.770 5.033 -0.0034 0.0026 -0.0084 0.477
H 1.583 1.863 4.996 -0.0105 0.0041 0.0062 0.221
H 0.126 4.906 1.646 0.0076 -0.0010 -0.0026 0.441
H -0.658 4.690 3.204 0.0025 0.0024 -0.0040 0.553
H -2.091 3.643 1.664 0.0049 0.0018 -0.0063 0.605
H -1.348 2.356 2.557 0.0140 -0.0119 -0.0119 -0.259
H 1.144 2.728 -1.381 0.0077 0.0023 -0.0003 0.243
H 0.398 4.250 -0.859 -0.0038 -0.0010 0.0007 0.341
H 1.542 3.392 0.231 0.0015 -0.0084 -0.0004 0.275
C -1.659 -2.389 -4.152 0.0215 0.0086 -0.0146 -1.062
C -1.960 -0.907 -4.212 0.0093 -0.0062 -0.0124 1.076
C -3.020 -0.543 -5.231 0.0027 0.0068 -0.0007 -1.716
O -0.739 -0.227 -4.577 0.0199 0.0080 0.0259 0.115
P -0.163 0.911 -3.585 -0.0819 0.0238 -0.0354 0.414
S -1.419 2.364 -3.323 0.0278 -0.0220 -0.0010 -0.487
S 0.636 -0.027 -1.967 0.0060 0.0089 0.0417 -0.037
O 1.091 1.406 -4.445 0.0039 -0.0054 -0.0027 -0.409
C 1.952 0.666 -5.338 0.0006 0.0063 0.0079 0.567
C 1.317 0.583 -6.715 -0.0006 0.0009 -0.0039 -1.232
C 2.382 -0.690 -4.806 -0.0046 0.0061 0.0013 -1.148
H -2.535 -2.941 -3.804 0.0065 -0.0027 0.0002 0.427
H -0.831 -2.573 -3.467 -0.0129 -0.0144 0.0157 -0.003
H -1.383 -2.761 -5.142 -0.0037 0.0090 -0.0079 0.365
H -2.276 -0.552 -3.229 -0.0005 -0.0039 -0.0068 -0.259
H -2.704 -0.854 -6.229 0.0016 0.0019 0.0028 0.318
H -3.179 0.535 -5.229 -0.0030 -0.0001 -0.0042 0.324
H -3.961 -1.042 -4.991 0.0004 -0.0015 0.0067 0.416
H 2.834 1.308 -5.400 -0.0034 -0.0007 0.0039 0.358
H 0.454 -0.080 -6.700 0.0007 0.0010 0.0017 0.104
H 2.047 0.201 -7.432 -0.0014 -0.0013 -0.0026 0.471
H 0.992 1.572 -7.040 -0.0004 -0.0017 0.0005 0.316
H 1.534 -1.369 -4.722 -0.0029 0.0001 -0.0044 0.154
H 2.841 -0.599 -3.824 0.0052 -0.0016 0.0024 0.198
H 3.108 -1.119 -5.501 0.0001 0.0005 0.0019 0.517
Cl -4.085 2.529 3.656 -0.0328 -0.0378 -0.0769 -0.724
C -1.301 -1.128 4.094 -0.0342 0.0260 0.0059 -1.567
C -0.974 -0.987 2.809 -0.0215 0.0158 -0.0002 1.049
O -0.793 -1.929 1.883 0.0363 0.0088 -0.0907 -0.453
O -0.767 0.188 2.174 -0.0094 0.0547 0.0227 0.780
H -1.441 -2.114 4.513 0.0144 -0.0177 -0.0295 0.303
H -1.466 -0.249 4.700 0.0254 -0.0059 0.0033 0.271
C -4.542 -0.865 2.954 0.0379 0.0041 -0.0161 -0.991
N -3.752 -1.132 1.758 -0.0068 -0.0060 0.0086 0.039
C -3.470 -0.223 0.842 -0.0325 0.0039 -0.0291 0.059
N -3.891 1.020 0.962 -0.0158 0.0269 0.1286 -0.157
S -2.571 -0.705 -0.588 0.0473 0.0132 0.0479 -0.237
H -4.620 -1.792 3.516 -0.0042 0.0020 0.0007 0.350
H -5.538 -0.525 2.665 -0.0011 0.0004 0.0059 0.327
H -4.083 -0.094 3.571 0.0007 0.0196 0.0152 0.235
H -3.254 -2.004 1.668 -0.0032 0.0063 0.0044 0.277
H -4.123 1.457 1.892 0.0290 -0.0084 -0.0764 -0.237
H -3.609 1.647 0.224 -0.0068 0.0229 0.0035 0.365
```
Positions in Å, forces in eV/Å.

2.
The following is a quantum chemistry calculation of the molecule C25H40N2O3, from the OMol25 dataset.

The orbital gap comes out at 8.71 eV. Its HOMO energy is -8.05 eV. Its energy above the lowest of the compared OMol25 structures with the same formula, charge and spin is 0.266 eV. The charge is 0.

```
70
Properties=species:S:1:pos:R:3:forces:R:3:mulliken_charge:R:1
C 1.290 2.393 3.833 0.0183 0.1108 0.2099 -1.089
O 1.132 1.645 2.653 -0.2286 -0.1542 -0.4851 -0.270
C 0.153 2.011 1.764 0.1480 -0.1013 0.0104 0.883
C -0.767 3.020 2.020 0.0992 -0.0316 0.1034 -0.645
C -1.769 3.334 1.119 -0.1007 -0.0872 -0.1912 -1.356
C -1.877 2.633 -0.071 0.3280 0.1696 0.1520 -0.218
C -2.951 3.005 -1.045 -0.0192 0.0030 0.0624 0.314
O -3.018 4.131 -1.507 0.1016 0.2787 0.0266 -0.703
N -3.845 2.037 -1.363 -0.2218 -0.0324 -0.0318 0.192
C -4.898 2.339 -2.305 0.0092 0.2152 -0.1410 -1.150
C -3.862 0.711 -0.790 0.1382 -0.2892 -0.0229 -1.067
C -3.419 -0.364 -1.795 0.1453 -0.0483 0.2187 -0.762
C -2.722 -1.562 -1.149 -0.4412 -0.0386 -0.1944 -0.708
C -3.607 -2.387 -0.215 0.3994 -0.0179 -0.0795 0.547
C -3.722 -1.845 1.223 -0.1223 0.0332 0.0224 -0.351
C -3.738 -3.071 2.156 -0.1063 -0.0453 0.0955 -0.752
C -3.793 -4.289 1.232 0.1710 -0.0394 0.0152 -0.604
C -3.071 -3.810 -0.020 -0.3445 0.0017 0.0410 -0.944
C -0.933 1.657 -0.357 0.0712 0.1061 0.2395 0.343
C 0.079 1.323 0.536 -0.1280 0.1183 -0.0516 0.389
O 0.860 0.283 0.132 -0.2210 -0.0772 0.1636 -0.440
C 2.216 0.159 0.550 0.6439 -0.0683 -0.1216 0.014
C 2.754 -1.107 -0.112 -0.0291 0.2270 0.2092 -0.274
C 4.246 -1.278 0.218 -0.1362 -0.0666 -0.0140 -1.218
N 5.068 -0.132 -0.093 -0.0063 0.1444 0.0953 0.235
C 5.713 -0.064 -1.392 0.2426 -0.2061 -0.1283 0.555
C 4.820 -0.293 -2.619 0.1519 0.2227 0.2176 -1.414
C 6.891 -1.046 -1.421 -0.1183 0.3222 -0.0324 -1.554
C 4.531 1.081 0.470 -0.1497 0.1299 -0.0304 -1.530
C 3.062 1.354 0.115 -0.0817 -0.1779 0.2027 0.081
H 1.490 3.448 3.619 -0.0265 -0.0347 0.0056 0.415
H 0.414 2.312 4.484 0.0328 0.0268 -0.0335 0.334
H 2.152 1.959 4.338 -0.0680 0.0672 0.0140 0.275
H -0.718 3.569 2.947 0.0424 0.0185 0.0988 0.451
H -2.472 4.120 1.346 -0.0605 0.0984 0.0130 0.475
H -4.818 1.706 -3.191 -0.0462 -0.0183 -0.0252 0.323
H -5.876 2.182 -1.843 -0.0137 -0.0322 -0.0051 0.323
H -4.798 3.383 -2.598 -0.0730 -0.1122 -0.0288 0.420
H -3.199 0.701 0.073 -0.1695 -0.0486 -0.0226 0.436
H -4.879 0.502 -0.442 0.0623 0.0144 0.0855 0.329
H -4.281 -0.716 -2.367 0.0067 -0.0036 -0.1024 0.521
H -2.724 0.095 -2.502 -0.0454 0.0600 -0.0600 0.456
H -1.836 -1.221 -0.608 0.1172 -0.0205 0.0465 0.016
H -2.379 -2.216 -1.956 0.0870 0.0032 -0.0040 0.370
H -4.609 -2.458 -0.652 -0.0395 -0.0339 -0.0273 0.248
H -4.623 -1.245 1.347 0.0102 0.1159 0.0286 0.273
H -2.867 -1.210 1.455 0.0147 0.1043 -0.0084 -0.106
H -2.823 -3.101 2.749 -0.0024 -0.0031 0.0606 0.293
H -4.580 -3.049 2.846 0.0448 0.0022 0.0948 0.315
H -3.330 -5.169 1.677 -0.0671 -0.0814 0.0197 0.394
H -4.828 -4.533 0.989 -0.0445 -0.0519 -0.0182 0.295
H -3.256 -4.446 -0.886 0.0838 -0.0136 -0.0889 0.376
H -1.995 -3.773 0.160 0.1335 0.0061 -0.0155 0.314
H -0.957 1.123 -1.294 -0.0053 -0.1279 -0.1276 0.562
H 2.269 0.052 1.640 -0.0061 -0.0041 -0.2083 0.053
H 2.598 -1.027 -1.187 -0.0082 -0.0117 -0.0771 0.145
H 2.197 -1.974 0.247 -0.0485 -0.0447 0.0009 0.463
H 4.640 -2.152 -0.300 0.0096 -0.0671 0.0782 0.435
H 4.337 -1.460 1.297 -0.0151 -0.1365 -0.0369 0.405
H 6.129 0.948 -1.463 -0.0446 -0.0787 0.0245 0.274
H 4.430 -1.307 -2.631 -0.0764 -0.1319 -0.0215 0.257
H 5.406 -0.144 -3.523 0.0282 -0.0284 -0.1319 0.491
H 3.989 0.407 -2.637 -0.1198 0.0272 -0.0528 0.304
H 7.508 -0.864 -2.297 0.0892 -0.0691 -0.1430 0.460
H 6.542 -2.074 -1.458 -0.0330 -0.1649 -0.0220 0.311
H 7.498 -0.919 -0.529 0.0745 0.0031 0.0652 0.376
H 5.152 1.924 0.160 0.0138 -0.0253 0.0870 0.487
H 4.603 0.993 1.563 0.0092 0.1274 0.0188 0.387
H 2.726 2.260 0.621 -0.0335 0.0585 0.0053 0.440
H 2.947 1.503 -0.960 -0.0259 0.0096 -0.0473 0.098
```
Positions in Å, forces in eV/Å.

3.
The following is a quantum chemistry calculation of a structure of composition C5H12FLuO2, from the OMol25 dataset.

The orbital gap comes out at 6.51 eV. Its HOMO energy is -16.17 eV. Its energy above the lowest of the compared OMol25 structures with the same formula, charge and spin is 0.000 eV. The charge is +2.

```
21
Properties=species:S:1:pos:R:3:forces:R:3:mulliken_charge:R:1
F -1.209 0.336 1.552 0.2506 -1.0327 -0.9719 -0.314
C 1.204 2.956 -0.386 0.9645 0.5600 -0.3025 -0.679
O 0.294 2.072 0.270 -1.6767 -1.8844 -1.1892 -0.180
C 0.079 2.320 1.659 0.2863 -0.0231 0.7827 -0.280
C -1.221 1.681 2.052 -0.2598 1.2420 0.4781 -0.389
H 1.243 2.762 -1.466 -0.3161 -0.1401 0.2676 0.271
H 0.835 3.972 -0.216 0.4826 -0.0896 -0.0511 0.356
H 2.201 2.733 0.011 -0.1319 0.5578 -0.0063 0.338
H 0.001 3.401 1.837 0.1299 -0.2268 0.0488 0.382
H 0.925 1.883 2.208 -0.1884 0.2995 0.0115 0.332
H -2.089 2.151 1.580 0.1102 -0.0730 0.1469 0.325
H -1.347 1.622 3.136 0.0006 -0.0770 -0.2146 0.323
Lu -0.605 0.126 -0.637 1.7596 0.0698 0.6550 1.596
C 1.320 -2.245 -2.809 0.0621 -0.9093 -0.3605 -0.412
O 2.098 -1.426 -1.989 -0.8857 1.1266 1.1543 -0.261
C 1.497 -1.153 -0.728 0.4721 -0.3611 -0.1916 -0.915
H 1.789 -2.285 -3.801 -0.1772 0.0475 0.3294 0.255
H 1.243 -3.270 -2.403 -0.0401 0.3318 -0.1365 0.308
H 0.289 -1.850 -2.921 -0.0889 0.1366 -0.0393 0.085
H 2.260 -0.620 -0.136 -0.3254 0.2353 -0.2136 0.359
H 1.371 -2.100 -0.163 -0.4282 0.2102 -0.1972 0.500
```
Positions in Å, forces in eV/Å.